Formula: C39H69IN2O15P2S
Source: the OMol25 dataset
Level of theory: ωB97M-V with the def2-TZVPD basis set

```
129
Properties=species:S:1:pos:R:3:lowdin_charge:R:1
C 2.21862 1.78134 2.24617 0.031
C 2.86563 1.36867 0.90506 -0.488
O 3.96834 0.87621 0.94710 0.086
O 2.16948 1.62114 -0.25527 -0.047
C 1.75774 0.37464 -0.88378 -0.154
C 0.38352 -0.07729 -0.34614 -0.172
C 0.03331 -1.55060 -0.70455 -0.173
C 0.42867 -2.54999 0.42891 -0.192
C -0.65426 -3.63902 0.69299 -0.181
C -1.71459 -3.17422 1.75163 -0.186
C -3.08503 -2.87975 1.08651 -0.165
C -3.93600 -1.79942 1.82875 -0.105
C -3.88015 -0.44337 1.10247 -0.138
C -4.23193 -0.42641 -0.21778 0.011
C -4.19657 0.76321 -1.06827 -0.187
C -4.59360 0.53201 -2.53711 -0.181
C -5.58982 1.55993 -3.15908 -0.322
C -4.84788 2.32126 -4.30793 -0.673
I -4.61307 1.03112 -6.04051 0.756
C -3.78343 1.95525 -0.49028 -0.357
P -3.65642 3.51871 -1.46927 0.928
P -4.29116 5.21033 -0.22230 0.269
O -4.83573 6.24519 -1.11269 -0.341
O -3.02012 5.85047 0.58619 -0.193
O -5.40544 4.78792 0.87310 -0.157
C -3.40715 1.98674 0.90375 -0.367
N -2.95980 3.03434 1.60464 -0.243
S -2.67382 2.50031 3.10363 1.015
N -3.07565 0.92241 2.99908 -0.207
C -3.44952 0.77666 1.72105 -0.307
H 2.62646 1.13051 3.03169 0.090
H 1.12833 1.67043 2.12859 0.069
H 2.47387 2.81823 2.52191 0.092
H 1.74687 0.53262 -1.97124 0.133
H 2.49648 -0.41401 -0.65349 0.131
H 0.38602 0.07453 0.74968 0.095
H -0.38612 0.61842 -0.73477 0.110
H 0.59879 -1.80828 -1.62120 0.115
H -1.04109 -1.60045 -0.93935 0.095
H 0.64398 -1.99218 1.35748 0.098
H 1.37647 -3.04299 0.14417 0.109
H -0.11017 -4.53466 1.04530 0.098
H -1.12543 -3.92976 -0.26414 0.114
H -1.29225 -2.32759 2.31775 0.097
H -1.78955 -4.00242 2.46007 0.067
H -2.87279 -2.60183 0.03739 0.083
H -3.62253 -3.84361 1.01757 0.123
H -3.45622 -1.64121 2.80633 0.080
H -4.96529 -2.17491 1.92810 0.124
H -4.56306 -1.36106 -0.67738 0.124
H -5.07724 -0.46179 -2.56270 0.109
H -3.68970 0.41993 -3.16533 0.098
H -5.87823 2.33801 -2.43282 0.069
H -6.50130 1.10080 -3.56582 0.093
H -3.81897 2.51485 -3.97702 -0.015
H -5.31878 3.27851 -4.56303 0.050
H -2.27159 3.72144 -1.71484 -0.054
H -2.27675 5.78542 -0.03110 0.059
H -6.01681 4.13117 0.51012 0.079
O -2.36371 -3.40498 4.43249 0.069
C -2.37783 -2.66803 5.38534 -0.491
O -2.93803 -3.08413 6.53274 0.011
C -2.84265 -2.37231 7.77131 -0.231
C -3.92004 -1.31355 7.88322 -0.063
C -1.86113 -1.25592 5.28869 0.013
H -1.84018 -1.96456 7.91052 0.114
H -2.98527 -3.11706 8.55360 0.123
H -3.82072 -0.55556 7.10520 0.068
H -3.87251 -0.81952 8.85440 0.083
H -4.90655 -1.76342 7.76565 0.085
H -2.64482 -0.61508 4.88552 0.061
H -1.01071 -1.24786 4.60849 0.090
H -1.50736 -0.85012 6.23405 0.073
O 5.46994 -2.65664 0.47456 0.104
C 6.50578 -2.07538 0.65263 -0.522
O 7.65370 -2.77859 0.73411 -0.004
C 8.95224 -2.18201 0.75205 -0.239
C 9.35554 -1.77796 2.15530 -0.067
C 6.53676 -0.58382 0.87775 0.003
H 9.01005 -1.35183 0.04621 0.112
H 9.63612 -2.94768 0.38643 0.121
H 8.68406 -1.02179 2.56351 0.066
H 10.37067 -1.37850 2.16293 0.080
H 9.31141 -2.63831 2.82428 0.083
H 6.33462 -0.37727 1.92794 0.098
H 5.76106 -0.13110 0.27223 0.057
H 7.47397 -0.11307 0.58532 0.071
O 4.40822 7.32373 -2.84699 0.105
C 4.69818 6.17512 -2.65328 -0.533
O 4.00052 5.45536 -1.75605 0.002
C 4.13645 4.03843 -1.58971 -0.229
C 5.26641 3.69749 -0.64939 -0.057
C 5.89136 5.54564 -3.33222 0.008
H 4.23060 3.54021 -2.55631 0.117
H 3.20059 3.69598 -1.15226 0.106
H 6.23487 4.03251 -1.02465 0.070
H 5.31272 2.61944 -0.49005 0.067
H 5.11656 4.19116 0.31245 0.089
H 6.79007 5.78355 -2.76377 0.095
H 5.97843 5.96854 -4.33110 0.090
H 5.81209 4.46795 -3.45603 0.068
O -2.10468 -6.97147 2.04724 0.103
C -1.23767 -6.89840 2.87539 -0.532
O -0.02368 -7.42251 2.61000 -0.007
C 1.12554 -7.22371 3.43594 -0.239
C 1.17704 -8.23402 4.56366 -0.067
C -1.50633 -6.31163 4.23927 0.009
H 1.17435 -6.19430 3.79534 0.112
H 1.98776 -7.36548 2.78470 0.123
H 0.32023 -8.13428 5.23099 0.066
H 2.08822 -8.10812 5.15034 0.080
H 1.15366 -9.24868 4.16415 0.083
H -1.93870 -7.08119 4.87971 0.100
H -2.21647 -5.50060 4.12678 0.056
H -0.62612 -5.88786 4.71855 0.074
O -1.96381 1.12679 -9.42809 0.098
C -1.65344 2.28649 -9.42699 -0.533
O -1.63657 2.97422 -8.27015 -0.021
C -1.10121 4.29232 -8.12791 -0.236
C -2.12896 5.34682 -8.48379 -0.063
C -1.36822 3.01727 -10.71740 0.009
H -0.17630 4.40181 -8.69693 0.113
H -0.83234 4.39225 -7.07658 0.122
H -2.43728 5.27099 -9.52716 0.067
H -1.72723 6.34672 -8.31449 0.082
H -3.02610 5.22094 -7.87641 0.084
H -2.30983 3.35272 -11.15136 0.096
H -0.88609 2.32364 -11.40336 0.090
H -0.69481 3.86429 -10.60659 0.068
```

highest occupied orbital energy: -8.978 eV
F_max: 0.0359 Eh/bohr
lowest unoccupied orbital energy: -1.12 eV
energy relative to the best compared isomer or geometry (same formula, charge and spin): 0.0 kJ/mol
Kohn-Sham gap: 7.86 eV
electronic energy: -112769.3245 eV

Formula: C12H23IrO4P2S6
Source: the OMol25 dataset
Level of theory: ωB97M-V with the def2-TZVPD basis set

```
48
Properties=species:S:1:pos:R:3:nbo_charge:R:1
Ir -0.13796 0.37893 0.54043 0.621
O -1.00190 6.93015 -2.05711 -0.494
C -0.71760 5.87654 -1.58811 0.217
S -1.88882 4.55315 -1.33704 0.384
C -0.76417 3.42009 -0.63329 -0.418
C 0.50896 3.87150 -0.41868 -0.462
S 1.79776 2.87151 0.19680 0.726
S 0.90074 5.48301 -0.93802 0.380
S -1.41328 1.79797 -0.56694 0.136
C -1.51743 2.90392 3.34945 -0.978
P -0.40379 4.05074 2.50650 1.201
C -1.21124 5.67315 2.53355 -0.981
C 1.10634 4.20274 3.48376 -0.979
O 0.96695 1.94705 1.22014 -0.936
H -1.67322 3.22001 4.38374 0.253
H -1.08580 1.90307 3.34189 0.254
H -2.47712 2.88308 2.83373 0.260
H -1.42799 5.98477 3.55798 0.251
H -2.14378 5.62868 1.97254 0.258
H -0.55628 6.41099 2.07127 0.259
H 0.86982 4.54592 4.49345 0.251
H 1.77151 4.92375 3.00910 0.262
H 1.60440 3.23579 3.52465 0.267
C 1.23352 -5.89614 -0.07900 -0.639
C 1.95672 -4.62122 0.28330 0.125
C 2.86845 -4.09107 -0.80068 -0.660
O 0.95521 -3.59529 0.68341 -0.837
P 0.20782 -2.59059 -0.22545 1.803
S -1.25859 -1.62330 0.81542 -0.389
S 1.25864 -0.87300 -0.71191 -0.281
O -0.24377 -3.41271 -1.47241 -0.851
C -1.04304 -2.77650 -2.55172 0.111
C -2.38060 -3.47436 -2.57943 -0.632
C -0.23969 -2.91192 -3.82188 -0.633
H 1.96727 -6.69349 -0.20127 0.233
H 0.68374 -5.78585 -1.01266 0.222
H 0.54638 -6.18744 0.71383 0.232
H 2.50990 -4.75166 1.21118 0.210
H 2.32657 -3.95825 -1.73902 0.218
H 3.66299 -4.81453 -0.98162 0.246
H 3.33165 -3.14955 -0.50529 0.230
H -1.16080 -1.72282 -2.28550 0.196
H -2.25032 -4.53411 -2.79952 0.223
H -3.00376 -3.03443 -3.35804 0.232
H -2.89585 -3.36861 -1.62550 0.227
H -0.07072 -3.96381 -4.05418 0.223
H 0.72074 -2.40433 -3.73298 0.223
H -0.78852 -2.46155 -4.64886 0.234
```

net charge: +1
highest occupied orbital energy (alpha / beta): -10.532 / -10.593 eV
F_max: 0.0122 Eh/bohr
multiplicity: 2
lowest unoccupied orbital energy (alpha / beta): -4.42 / -5.25 eV
energy relative to the best compared isomer or geometry (same formula, charge and spin): 426.8 kJ/mol
Kohn-Sham gap (alpha / beta): 6.12 / 5.35 eV
electronic energy: -107430.9630 eV

Q: What is the energy relative to the best compared isomer or geometry (same formula, charge and spin) in the first record?
A: 0.0 kJ/mol

Q: The highest F_max belongs to which entry?
A: C39H69IN2O15P2S

Q: What is the F_max in the second record?
A: 0.0122 Eh/bohr

Q: Among the records above, which one has the lowest F_max?
A: C12H23IrO4P2S6